(1)
Density functional theory data (ωB97M-V/def2-TZVPD) for 3 unconnected molecules or ions with the total composition C2H10N2O2 at a distorted geometry.

Geometry as XYZ:
```
16
C2H10N2O2 (ωB97M-V/def2-TZVPD)
O -0.09 4.30 0.14
O 1.87 0.83 2.70
N -0.07 -1.55 -0.28
N 0.41 0.00 -1.99
C -1.05 -2.65 0.02
C -0.44 -0.69 -1.32
H -0.59 4.50 -0.65
H 0.32 -1.00 0.48
H 1.41 0.00 2.84
H 0.40 5.12 0.29
H -0.78 -3.33 -0.79
H -1.46 -0.85 -1.66
H 2.65 0.81 2.12
H 0.18 -0.06 -2.98
H -0.67 -2.99 1.00
H -2.11 -2.43 0.08
```

Calculated values
LUMO level ... 0.029 Ha
Energy ... -342.11872 Ha
2S+1 ... 1
Largest force on an atom ... 2.84 eV/Å
SMILES string ... [H]/N=C/NC.O.O

=====

(2)
Density functional theory data (ωB97M-V/def2-TZVPD) for a molecular structure, C25H37BClF4HfN3P.

Geometry as XYZ:
```
73
C25H37BClF4HfN3P (ωB97M-V/def2-TZVPD)
Hf 0.51 0.73 0.82
Cl 1.26 1.88 -2.38
P 3.00 -1.28 0.67
F -0.04 1.05 2.70
F -0.11 2.15 5.15
F -1.66 0.52 4.71
F 0.52 -0.04 5.09
N 1.92 -0.32 -0.03
N -1.55 -0.15 0.36
N -6.58 -0.62 -1.34
C -0.43 2.33 -2.34
C 3.45 -3.02 -1.44
C -2.53 2.54 -3.47
C 4.67 -1.00 2.99
C -0.15 2.77 0.13
C 4.18 -1.96 -0.59
C -5.51 -0.54 -0.95
C 5.45 -2.60 -0.02
C 4.57 -0.82 -1.57
C -0.97 2.75 -1.13
C 2.08 -2.66 1.52
C 3.92 -0.22 1.89
C -3.87 -0.19 0.85
C 1.31 -2.07 2.71
C 2.95 0.76 2.59
C -1.81 -0.39 -0.94
C -3.10 -0.53 -1.41
C 4.93 0.68 1.16
C -4.14 -0.42 -0.49
C -1.18 2.23 -3.50
C 1.00 -3.26 0.59
C -3.10 2.97 -2.27
C -2.55 -0.04 1.24
C -2.33 3.07 -1.13
C 2.95 -3.82 2.03
B -0.40 0.89 4.90
H -4.66 -0.11 1.58
H 4.10 -3.26 -2.28
H -0.97 -0.45 -1.61
H -2.29 0.18 2.27
H -2.77 3.42 -0.20
H -0.71 1.91 -4.42
H 0.39 -3.92 1.21
H 3.52 1.44 3.22
H 5.26 -3.43 0.66
H 0.72 3.43 0.00
H 2.32 -4.50 2.60
H -0.75 3.19 0.95
H 1.93 -1.74 3.53
H 4.48 1.23 0.33
H 2.49 1.47 1.87
H 3.39 -4.39 1.22
H 5.25 -0.29 3.58
H 0.34 -2.50 0.17
H 2.51 -2.65 -1.85
H 3.75 -3.50 2.70
H 5.30 1.42 1.88
H 4.00 -1.51 3.68
H 5.37 -0.20 -1.19
H 4.93 -1.29 -2.49
H 6.03 -3.00 -0.86
H 3.27 -3.94 -0.90
H 1.39 -3.85 -0.23
H 3.72 -0.19 -1.82
H 0.66 -1.22 2.46
H 5.79 0.14 0.79
H -3.28 -0.70 -2.46
H 5.36 -1.73 2.58
H 0.63 -2.83 3.09
H -4.15 3.24 -2.23
H -3.13 2.47 -4.36
H 6.10 -1.89 0.48
H 2.19 0.30 3.22
```

Calculated values
LUMO level ... -0.149 Ha
Charge ... +1
Energy ... -2413.06679 Ha
2S+1 ... 1
Largest force on an atom ... 0.88 eV/Å

=====

(3)
Density functional theory data (ωB97M-V/def2-TZVPD) for 7 unconnected molecules or ions with the total composition C11H15BCl19F3 at a distorted geometry.

Geometry as XYZ:
```
49
C11H15BCl19F3 (ωB97M-V/def2-TZVPD)
Cl -3.39 -0.43 -1.13
Cl -0.72 -5.83 0.59
Cl 1.72 -6.78 -0.69
Cl -3.20 -3.33 -1.12
Cl -3.19 -4.06 -6.52
Cl -1.64 4.05 -0.77
Cl -3.52 3.72 -2.96
Cl -3.67 -1.89 1.36
Cl 5.65 1.76 1.71
Cl -2.44 7.04 -4.34
Cl -2.20 -4.61 -3.84
Cl 7.56 0.38 0.01
Cl 0.32 -4.47 -1.75
Cl -0.75 2.93 -3.30
Cl -5.18 6.11 -4.61
Cl -4.08 7.98 -6.55
Cl -5.06 -4.35 -4.31
Cl -0.28 0.79 1.34
Cl 5.50 2.05 -1.18
F 0.73 -1.81 0.41
F 2.29 -2.30 1.91
F 2.73 -0.86 0.14
C 1.05 1.45 4.21
C -2.87 -1.85 -0.21
C -3.52 -4.89 -4.99
C 2.05 0.79 3.14
C -4.08 7.47 -4.85
C -2.09 3.05 -2.16
C 1.83 -1.26 1.12
C 5.90 0.96 0.16
C 0.24 0.35 5.06
C 3.10 -0.11 3.95
C 0.74 -5.36 -0.29
B 1.31 0.06 1.93
H 2.55 -0.99 4.41
H 1.33 -4.71 0.35
H -4.42 8.30 -4.25
H -2.33 2.05 -1.81
H 5.23 0.10 0.11
H 2.63 1.68 2.69
H 3.83 -0.55 3.19
H -0.34 -0.29 4.33
H -3.58 -5.95 -5.19
H 1.62 2.13 4.93
H 0.98 -0.25 5.64
H -1.80 -1.78 -0.05
H 0.27 2.11 3.72
H -0.47 0.94 5.72
H 3.67 0.47 4.73
```

Calculated values
LUMO level ... -0.028 Ha
Energy ... -9496.22828 Ha
2S+1 ... 1
Largest force on an atom ... 2.13 eV/Å
SMILES string ... CC[C@@H](C)B(Cl)C(F)(F)F.ClC(Cl)Cl.ClC(Cl)Cl.ClC(Cl)Cl.ClC(Cl)Cl.ClC(Cl)Cl.ClC(Cl)Cl

=====

(4)
Density functional theory data (ωB97M-V/def2-TZVPD) for 2 unconnected molecules or ions with the total composition C4H8NO3 at a distorted geometry.

Geometry as XYZ:
```
16
C4H8NO3 (ωB97M-V/def2-TZVPD)
O -3.57 -0.42 -1.26
O 1.20 0.50 1.40
O -1.54 -1.23 -0.76
N 0.81 -0.23 -0.71
C 1.59 0.21 0.28
C -2.57 0.18 0.84
C 3.07 0.35 -0.04
C -2.59 -0.52 -0.52
H -1.58 0.10 1.26
H -0.21 -0.67 -0.73
H 3.27 1.19 -0.72
H 1.26 -0.35 -1.61
H -2.89 1.22 0.80
H 3.49 -0.53 -0.53
H -3.33 -0.32 1.44
H 3.62 0.53 0.87
```

Calculated values
LUMO level ... 0.134 Ha
Charge ... -1
Energy ... -437.78668 Ha
2S+1 ... 1
Largest force on an atom ... 1.31 eV/Å